Here is a molecular structure, C61H39BrCl6IN3O3S2Zr from the OMol25 dataset. Energies are from wB97M-V/def2-TZVPD.

Geometry as XYZ:
```
117
Properties=species:S:1:pos:R:3:forces:R:3:lowdin_charge:R:1
Zr -1.725189 -1.288878 -0.147473 -0.02 0.77 -0.21 1.74
C 5.763750 -3.682105 2.116557 -0.10 0.08 0.05 -0.03
C 4.525863 -2.823771 2.160714 0.11 -0.02 0.00 -0.24
C 4.407170 -1.801721 3.106460 -0.01 -0.01 0.02 -0.02
C 3.285904 -0.992687 3.144437 0.06 -0.01 0.04 -0.07
C 2.277062 -1.210783 2.215831 0.05 0.11 0.04 -0.38
C 2.349028 -2.227347 1.281224 -0.01 0.00 -0.02 -0.07
C 3.484655 -3.022795 1.257931 -0.01 -0.06 0.00 -0.03
S 0.824585 -0.201510 2.331735 -0.05 0.28 -0.38 1.15
O 0.050643 -0.511913 1.041651 -0.20 0.04 0.49 -0.70
C 1.413881 1.477749 2.063970 0.16 -0.15 0.06 -0.28
C 0.933782 2.396812 3.022360 -0.07 -0.16 0.08 -0.07
C 1.186868 3.728632 2.880974 -0.02 0.08 -0.02 0.00
C 1.910652 4.203854 1.761611 0.00 -0.05 0.04 -0.14
C 2.143607 5.590132 1.569215 0.00 0.03 -0.01 -0.02
C 2.890648 6.030285 0.516578 -0.01 0.02 0.00 -0.05
C 3.439955 5.105346 -0.403439 0.00 0.03 -0.01 -0.05
C 3.216851 3.767850 -0.260165 0.00 -0.07 0.00 -0.02
C 2.441006 3.274749 0.827214 0.02 0.04 -0.01 -0.11
C 2.196058 1.880650 0.997779 -0.07 0.01 0.14 -0.14
C 2.851364 0.913624 0.068391 -0.10 -0.09 0.11 -0.14
C 4.234736 0.597077 0.251351 0.04 -0.01 0.00 -0.10
C 5.012250 1.184970 1.280200 -0.06 0.09 0.03 -0.01
C 6.329853 0.856869 1.429849 0.04 -0.01 0.03 -0.04
C 6.940050 -0.073842 0.561670 0.02 0.01 0.04 -0.05
C 6.211461 -0.667457 -0.429711 0.00 -0.04 -0.02 -0.02
C 4.843686 -0.351547 -0.606681 -0.01 0.02 -0.03 -0.14
C 4.072526 -0.978625 -1.622345 0.02 0.01 -0.02 0.01
C 2.762086 -0.664119 -1.794802 -0.05 0.07 -0.07 -0.04
C 2.172277 0.304251 -0.949963 -0.13 -0.30 0.11 -0.29
S 0.444723 0.665079 -1.177613 0.79 0.32 -0.50 1.11
O -0.186591 -0.723490 -1.500350 0.53 0.28 0.05 -0.66
C 0.533309 1.479987 -2.749668 -0.26 -0.09 -0.08 -0.37
C 0.616461 2.865870 -2.716872 0.01 0.04 0.13 -0.07
C 0.699178 3.563363 -3.910185 0.03 0.02 -0.09 -0.02
C 0.687397 2.896063 -5.136446 0.01 0.05 -0.02 -0.25
C 0.810779 3.658295 -6.428314 0.04 -0.01 0.05 -0.03
C 0.586836 1.504000 -5.136806 -0.01 -0.04 -0.04 -0.02
C 0.509211 0.789671 -3.952187 0.04 -0.08 -0.02 -0.07
H 6.159175 -3.850560 3.118923 -0.03 -0.02 -0.05 0.09
H 6.546492 -3.188898 1.535890 -0.01 0.01 -0.01 0.08
H 5.560125 -4.647562 1.654330 0.01 0.03 0.02 0.08
H 5.205134 -1.642543 3.823716 -0.05 -0.01 -0.04 0.13
H 3.201175 -0.196594 3.880042 0.04 -0.08 -0.05 0.13
H 1.533868 -2.393185 0.589613 0.03 -0.04 0.01 0.09
H 3.560116 -3.820635 0.525535 -0.02 0.05 0.05 0.12
H 0.377035 2.020190 3.875071 -0.01 0.08 -0.09 0.11
H 0.837305 4.435220 3.627889 0.01 -0.06 -0.09 0.13
H 1.718453 6.294285 2.275928 0.05 -0.05 -0.01 0.12
H 3.070922 7.090498 0.382777 -0.01 -0.07 0.01 0.12
H 4.045593 5.465595 -1.226652 -0.05 -0.01 0.04 0.12
H 3.635131 3.069652 -0.976434 -0.01 0.04 0.04 0.12
H 4.554829 1.903664 1.952937 0.05 -0.07 -0.06 0.13
H 6.912438 1.310003 2.224198 -0.03 -0.01 -0.08 0.12
H 7.990171 -0.311618 0.685204 -0.07 0.00 -0.01 0.12
H 6.670747 -1.386748 -1.099169 -0.02 0.04 0.03 0.12
H 4.545020 -1.714525 -2.263819 -0.01 0.04 0.05 0.13
H 2.164648 -1.148054 -2.558472 0.07 0.03 0.04 0.11
H 0.632601 3.394934 -1.766460 -0.02 -0.03 -0.09 0.11
H 0.772753 4.645155 -3.893697 -0.01 -0.05 0.01 0.12
H 0.446298 4.680741 -6.325044 0.00 -0.06 -0.01 0.08
H 0.265344 3.169576 -7.236030 0.01 0.02 0.05 0.09
H 1.860405 3.713236 -6.729843 -0.05 -0.01 0.01 0.10
H 0.574000 0.969717 -6.082127 0.00 0.05 0.07 0.13
H 0.436239 -0.292109 -3.956799 -0.04 0.07 -0.03 0.11
Cl -4.969105 -6.768808 3.289352 -0.03 0.00 -0.01 0.75
C -3.912602 -5.601154 2.583560 -0.06 -0.02 0.06 -0.60
C -2.712659 -6.001731 2.082636 0.11 -0.11 -0.04 -0.15
C -1.814802 -5.054777 1.548974 0.33 0.38 -0.13 -0.61
I 0.102354 -5.655847 0.980021 -0.18 -0.01 0.04 0.98
C -2.152832 -3.724443 1.468251 0.30 -0.47 0.08 -0.39
O -1.312679 -2.761140 1.023554 -0.30 -1.04 0.54 -0.38
C -3.422405 -3.314643 1.942483 -0.03 0.26 0.06 -0.16
N -3.714211 -1.984727 1.822175 0.45 -0.06 0.06 0.07
C -4.804064 -1.547085 2.406805 0.01 0.14 -0.18 -0.16
C -5.711530 -2.377660 3.082610 -0.13 -0.01 0.04 -0.02
C -5.473454 -3.720259 3.132040 0.00 -0.04 0.02 0.01
C -4.291265 -4.234512 2.555786 -0.11 0.07 0.00 -0.15
H -2.437779 -7.047969 2.117963 0.01 0.06 0.01 0.10
H -4.998211 -0.483169 2.336245 0.00 0.01 0.01 0.10
H -6.590157 -1.946322 3.542576 0.03 -0.01 -0.03 0.12
H -6.160391 -4.392329 3.628600 0.00 0.01 -0.02 0.10
Br -2.502540 3.543777 5.890989 0.00 0.02 0.03 0.81
C -2.468520 2.714725 4.205550 0.05 -0.02 0.10 -0.70
C -2.445594 3.488641 3.058871 0.01 0.19 -0.07 -0.11
C -2.403774 2.877953 1.820464 0.12 0.09 -0.14 -0.02
C -2.392939 1.489408 1.705562 0.04 0.12 0.00 -0.24
C -2.358613 0.730347 2.869219 -0.03 -0.02 -0.26 -0.06
C -2.413631 1.335084 4.114331 0.01 -0.11 0.09 -0.10
N -2.420248 0.865188 0.394395 -0.23 0.44 0.71 0.01
C -2.948773 1.569837 -0.532021 -0.23 -0.06 -0.29 -0.08
C -2.994755 1.152525 -1.926773 0.01 0.03 0.04 -0.29
C -3.425041 2.027197 -2.905040 -0.13 0.23 -0.04 0.02
C -3.426618 1.597747 -4.222082 -0.04 0.04 -0.15 -0.01
C -3.006045 0.310849 -4.498073 -0.02 0.03 -0.05 0.00
C -2.596210 -0.499869 -3.449247 0.00 -0.19 -0.03 -0.09
N -2.584926 -0.090060 -2.189915 0.00 0.17 0.13 0.01
H -2.440096 4.568911 3.133522 -0.03 -0.06 -0.02 0.12
H -2.344976 3.505057 0.938447 0.06 0.04 0.15 0.12
H -2.321389 -0.340848 2.807807 0.00 -0.31 -0.01 0.09
H -2.414069 0.731785 5.015184 0.02 0.02 -0.10 0.12
H -3.401008 2.529112 -0.309128 -0.04 0.04 -0.02 0.14
H -3.759042 3.023923 -2.642691 0.02 -0.05 0.01 0.13
H -3.759972 2.255402 -5.015112 0.02 -0.03 0.03 0.13
H -2.993517 -0.070825 -5.509925 -0.01 -0.01 0.03 0.13
H -2.273172 -1.517891 -3.629789 0.03 0.00 -0.01 0.11
Cl -1.307741 -3.482771 -1.832951 0.21 -0.18 -0.24 0.76
C -3.059488 -3.361703 -1.771823 -0.11 0.23 0.28 -0.67
C -3.518127 -2.278716 -1.049659 -0.98 -0.57 -0.33 -0.35
C -4.891897 -2.049045 -1.165037 0.35 0.03 0.07 -0.66
Cl -5.569010 -0.570687 -0.537402 0.12 -0.02 0.06 0.74
C -5.742530 -2.913637 -1.845190 -0.01 0.10 0.06 -0.70
Cl -7.418550 -2.584062 -1.934237 -0.10 -0.08 -0.04 0.73
C -5.215979 -4.046155 -2.474195 -0.17 -0.09 -0.08 -0.69
Cl -6.249413 -5.142757 -3.282860 0.01 0.00 -0.01 0.74
C -3.843469 -4.258863 -2.470482 0.03 -0.25 -0.16 -0.70
Cl -3.136926 -5.575026 -3.306525 0.00 -0.03 0.00 0.74
```
Positions in Å, forces in eV/Å.

Calculated values
Net charge = +2
Frontier orbital gap = 6.237 eV
E_HOMO = -12.31 eV